# 1
C5H10O2 | wB97M-V/def2-TZVPD

For the lowest unoccupied orbital energy, the calculation gives 0.968 eV. The highest occupied orbital energy comes out at -9.92 eV.

Geometry as XYZ:
```
17
Properties=species:S:1:pos:R:3:forces:R:3:nbo_charge:R:1
H -1.37583 0.00667 -1.43770 0.0 0.0 0.2 0.16
C 1.43027 0.54238 -0.54408 0.0 0.1 0.1 -0.47
C 0.27615 -0.38584 -0.21576 -0.2 -0.1 -0.1 0.08
H -0.48390 1.97947 -0.49675 -0.3 0.1 0.1 0.47
H 1.75203 0.77426 -1.56752 0.1 -0.1 0.4 0.21
H -3.11963 -0.14941 0.39186 0.1 -0.1 0.0 0.22
H 1.16535 1.37732 0.12331 0.4 0.6 -1.0 0.21
C 2.15662 -0.30213 0.48669 0.3 -0.1 0.2 -0.06
H 2.87958 0.19572 1.13765 -0.2 -0.2 0.0 0.19
C -2.12347 -0.58523 0.50172 -0.1 0.0 0.1 -0.62
O -1.22142 1.53732 -0.05501 0.1 0.2 0.0 -0.71
O 0.86621 -0.53498 1.10532 -0.1 -0.6 0.2 -0.53
H 2.55568 -1.25284 0.10893 0.1 0.1 0.0 0.17
H -1.81372 -0.51365 1.54817 -0.1 0.0 -0.1 0.23
H -2.16578 -1.64342 0.22125 0.0 0.2 0.0 0.21
H 0.32136 -1.37648 -0.69199 0.0 0.2 -0.2 0.17
C -1.13235 0.16166 -0.36776 0.0 -0.4 0.1 0.08
```
Forces are in eV/Å.

# 2
C5H10O2 | wB97M-V/def2-TZVPD

The SMILES is COC[C@H]1C[C@H]1O. For the lowest unoccupied orbital energy, the calculation gives 0.900 eV. The highest occupied orbital energy comes out at -8.19 eV.

Geometry as XYZ:
```
17
Properties=species:S:1:pos:R:3:forces:R:3:nbo_charge:R:1
H -1.16023 0.25888 -2.02644 0.0 -0.1 -0.1 0.23
C -0.91165 0.16685 -0.97465 0.1 -0.1 -0.3 -0.29
O 0.88811 -0.30365 0.58280 -0.1 0.1 -0.1 -0.56
H 0.79515 -1.04456 -1.33834 0.0 0.2 0.0 0.18
H -2.68480 1.03909 0.05972 -0.4 2.3 -0.9 0.23
H 2.43565 -0.54643 1.86772 0.0 0.0 -0.2 0.20
H -0.12575 1.09318 1.18354 -0.2 0.2 0.1 0.49
H 2.81994 0.44902 0.43425 -0.1 -0.1 0.0 0.17
H -1.55458 -1.08407 0.78893 0.5 -0.5 -0.2 0.22
H -2.77558 -0.92269 -0.59079 0.2 0.4 0.6 0.21
C 2.27738 -0.43790 0.79254 0.2 0.0 0.0 -0.25
C -1.85424 -0.57328 -0.10751 0.4 -0.4 0.3 -0.46
O -0.93400 1.62146 1.04513 0.0 -0.3 0.2 -0.71
C 0.56140 -0.12097 -0.78733 0.1 0.1 -0.3 -0.06
H 2.67255 -1.32555 0.27838 -0.1 0.1 0.1 0.17
H 1.16554 0.69567 -1.20550 0.0 0.0 0.1 0.17
C -1.61487 1.03497 -0.00244 -0.7 -1.7 0.5 0.05
```
Forces are in eV/Å.